Density functional theory data (ωB97M-V with the def2-TZVPD basis set) for a 11-piece molecular cluster, C57H145N11O15 overall.

Results
SMILES: CC1(C)CCCC(C)(C)N1O.COC[C@H](C)N.COC[C@H](C)N.COC[C@H](C)N.COC[C@H](C)N.COC[C@H](C)N.COC[C@H](C)N.COCCNCCOC.COCCNCCOC.COCCNCCOC.COCCNCCOC
LUMO energy in eV: 0.481

Geometry as XYZ:
```
228
Properties=species:S:1:pos:R:3:lowdin_charge:R:1
C 1.6162 -6.3916 -1.5723 -0.04
C 0.2635 -6.8891 -2.0617 -0.44
C 0.3654 -8.3538 -2.4217 -0.20
O 0.5512 -9.1907 -1.2686 -0.20
C 0.6166 -10.6033 -1.4992 -0.11
N -0.6513 -6.7395 -0.9754 0.05
H 1.7907 -6.8414 -0.5949 0.08
H 1.4451 -5.3262 -1.4177 0.06
H 2.4093 -6.5534 -2.3024 0.08
H -0.1782 -6.3638 -2.9085 0.12
H 1.2425 -8.4910 -3.0541 0.12
H -0.4905 -8.6981 -3.0022 0.12
H -0.3952 -10.9464 -1.7155 0.08
H 0.7872 -11.0810 -0.5344 0.08
H 1.2202 -11.0820 -2.2702 0.08
H -1.4971 -7.2864 -1.0498 0.07
H -0.2885 -7.1460 -0.1249 0.04
C 5.6908 1.0328 4.1335 -0.03
C 4.9300 2.3558 4.5614 -0.40
C 3.9814 3.0148 3.5476 -0.17
O 4.4401 3.1322 2.1908 -0.16
C 5.4109 4.0149 2.0819 -0.20
N 4.2863 2.1497 5.8374 0.04
H 6.3230 0.9057 3.2547 0.08
H 5.0367 0.1963 3.8876 0.04
H 6.2334 0.7128 5.0231 0.06
H 5.6604 3.0541 4.9701 0.12
H 3.4502 3.8847 3.9338 0.11
H 3.1551 2.3072 3.4801 0.10
H 6.3251 3.8682 2.6571 0.09
H 5.0696 5.0383 2.2376 0.09
H 5.8196 3.9396 1.0742 0.09
H 4.9841 1.9852 6.5488 0.08
H 3.6064 2.8567 6.0785 0.08
C -1.3830 7.2748 0.0450 -0.05
C -2.3358 6.1407 0.3726 -0.42
C -2.1359 4.8098 -0.4570 -0.17
O -3.4069 4.1212 -0.3205 -0.19
C -3.2168 2.8672 -1.0176 -0.11
N -2.2392 5.8032 1.7822 0.06
H -0.4298 6.7812 -0.1441 0.07
H -1.4210 7.9960 0.8614 0.08
H -1.6497 7.7893 -0.8782 0.08
H -3.3636 6.4572 0.1955 0.13
H -1.3566 4.2635 0.0744 0.10
H -1.9340 5.0123 -1.5088 0.11
H -4.2387 2.5041 -0.9078 0.09
H -2.5425 2.0827 -0.6741 0.07
H -3.1124 3.0017 -2.0942 0.07
H -2.5253 4.8639 2.0185 0.04
H -1.2781 5.9019 2.0766 0.03
C -0.1029 -5.3371 2.6079 -0.06
C -1.5189 -5.8719 2.7506 -0.43
C -1.5632 -7.4031 2.8695 -0.18
O -1.1481 -8.1520 1.7378 -0.21
C -1.1640 -9.5306 1.9019 -0.12
N -2.2111 -5.1074 3.7948 0.03
H 0.3887 -5.6888 1.7008 0.06
H 0.4927 -5.5907 3.4848 0.08
H -0.0988 -4.2562 2.4676 0.07
H -2.0558 -5.5423 1.8610 0.13
H -2.5919 -7.7487 2.9715 0.12
H -1.0680 -7.8293 3.7420 0.13
H -0.3210 -9.8402 2.5196 0.09
H -0.9482 -10.0408 0.9631 0.07
H -2.0704 -9.9187 2.3668 0.09
H -2.1180 -4.1890 3.3850 0.06
H -3.1869 -5.3531 3.7077 0.07
C 0.5173 3.2736 -3.5537 -0.02
C 0.1887 3.8948 -4.9880 -0.39
C -0.3801 5.3049 -4.9083 -0.25
O -1.5380 5.5635 -4.2384 -0.16
C -2.6206 4.8674 -4.6934 -0.13
N 1.4018 3.8818 -5.7995 0.03
H -0.2173 3.5732 -2.8062 0.05
H 1.4735 3.5671 -3.1205 0.08
H 0.5474 2.1856 -3.4963 0.04
H -0.4328 3.1480 -5.4821 0.12
H -0.4604 5.5715 -5.9621 0.12
H 0.3683 5.9718 -4.4802 0.14
H -2.8873 5.0476 -5.7348 0.09
H -3.4891 5.2365 -4.1480 0.10
H -2.4447 3.7925 -4.6501 0.08
H 2.2747 3.9533 -5.2965 0.07
H 1.4034 4.6302 -6.4778 0.07
C -5.8432 3.0257 3.3690 -0.07
C -4.4293 3.1712 3.9699 -0.38
C -3.4004 2.4019 3.1778 -0.26
O -3.4763 1.0376 3.3029 -0.18
C -2.2799 0.3108 2.8562 -0.05
N -4.2164 4.6411 3.9589 0.04
H -6.2402 2.0169 3.2559 0.07
H -6.0486 3.6722 2.5158 0.08
H -6.5453 3.3733 4.1269 0.07
H -4.4011 2.7643 4.9807 0.14
H -2.5189 2.5825 3.7930 0.11
H -3.2754 2.7009 2.1371 0.12
H -2.3900 -0.7291 3.1639 0.08
H -1.3177 0.6714 3.2197 0.07
H -2.2324 0.4624 1.7778 0.07
H -4.1944 5.0970 3.0579 0.04
H -5.0443 5.1302 4.2680 0.07
C 5.9458 -1.9952 5.6435 -0.14
O 4.7330 -1.4461 6.1877 -0.19
C 4.8880 -1.1558 7.6171 -0.19
C 3.5850 -0.9672 8.3837 -0.25
N 2.9742 0.3149 8.2996 -0.09
C 1.6205 0.3549 8.8224 -0.19
C 1.1249 1.8538 8.8110 -0.19
O 0.9774 2.3615 7.5035 -0.22
C -0.0170 1.9233 6.5767 -0.08
H 6.1460 -3.0176 5.9642 0.08
H 6.9026 -1.5045 5.8217 0.08
H 5.9024 -1.9707 4.5547 0.08
H 5.6585 -0.4339 7.8876 0.12
H 5.1278 -2.0930 8.1192 0.11
H 3.8407 -1.1424 9.4287 0.12
H 2.9468 -1.7786 8.0339 0.12
H 2.9968 0.5659 7.3215 0.08
H 1.6593 -0.0122 9.8480 0.12
H 1.1021 -0.3404 8.1621 0.11
H 1.7920 2.5224 9.3551 0.12
H 0.1667 1.7590 9.3218 0.11
H -0.5039 1.0689 7.0470 0.09
H 0.3852 1.7595 5.5769 0.07
H -0.6814 2.7612 6.3657 0.07
C 2.3126 -1.4238 3.4097 -0.09
O 1.7323 -0.8811 2.2621 -0.19
C 2.1107 0.3920 1.8494 -0.21
C 1.7566 0.4507 0.3406 -0.17
N 0.3458 0.2640 -0.0048 -0.05
C 0.0610 0.3287 -1.3595 -0.24
C 1.0347 -0.3645 -2.3622 -0.18
O 0.9775 -1.8292 -2.2284 -0.21
C 1.6373 -2.7139 -3.1738 -0.08
H 3.3901 -1.5391 3.2923 0.08
H 1.9824 -2.4418 3.6164 0.08
H 2.0191 -0.8468 4.2867 0.09
H 3.1159 0.7412 2.0853 0.11
H 1.4672 1.0984 2.3737 0.10
H 2.3304 -0.3319 -0.1558 0.11
H 2.1319 1.3703 -0.1084 0.12
H 0.0511 -0.6295 0.3625 0.11
H -0.1464 1.3516 -1.6739 0.09
H -0.9163 -0.1391 -1.4791 0.11
H 2.0193 0.0907 -2.4698 0.11
H 0.7027 -0.2346 -3.3923 0.09
H 1.8260 -3.6861 -2.7185 0.06
H 2.6563 -2.4658 -3.4708 0.08
H 1.1244 -2.7546 -4.1348 0.07
C 1.0647 4.4793 1.6611 -0.06
O 0.3130 5.0590 2.6877 -0.22
C 0.5040 4.7848 4.0061 -0.25
C -0.4235 5.5470 4.8986 -0.20
N -0.1377 6.9820 4.8763 -0.06
C -1.0360 7.9305 5.5294 -0.18
C -0.8618 7.7077 7.0704 -0.21
O -1.4203 6.5179 7.5503 -0.18
C -2.7017 6.1404 7.1585 -0.13
H 1.1666 3.4098 1.8454 0.08
H 2.0605 4.9216 1.6887 0.09
H 0.7118 4.6279 0.6405 0.08
H 1.4924 5.0562 4.3769 0.12
H 0.4342 3.7005 4.0925 0.11
H -0.4177 5.2411 5.9447 0.11
H -1.4259 5.2993 4.5495 0.09
H -0.2117 7.2457 3.9042 0.09
H -2.0577 7.8174 5.1668 0.11
H -0.5824 8.8164 5.0848 0.12
H -1.0690 8.6168 7.6350 0.11
H 0.2107 7.6767 7.2624 0.12
H -2.8042 5.6041 6.2151 0.05
H -3.4376 6.9397 7.0713 0.09
H -3.0774 5.3589 7.8191 0.09
C 0.1739 -0.2957 -7.0508 -0.19
O 0.7388 -0.0946 -8.2331 -0.17
C 1.7948 0.9117 -8.1727 -0.20
C 2.1852 1.6130 -9.4382 -0.19
N 2.8190 0.7095 -10.4757 -0.02
C 4.2215 0.4877 -10.0414 -0.22
C 4.9291 -0.5542 -10.9342 -0.18
O 4.1791 -1.8469 -10.8496 -0.24
C 4.4293 -2.7373 -11.9597 -0.10
H -0.6636 0.4006 -7.0091 0.09
H 0.8571 -0.1882 -6.2084 0.09
H -0.4171 -1.2112 -7.0782 0.08
H 2.6923 0.4569 -7.7534 0.12
H 1.4489 1.6743 -7.4750 0.09
H 2.8489 2.4023 -9.0851 0.11
H 1.3206 2.0644 -9.9249 0.11
H 2.4077 -0.2053 -10.3568 0.09
H 4.4004 -0.0960 -9.1384 0.10
H 4.7439 1.4387 -9.9371 0.12
H 5.9233 -0.8549 -10.6036 0.12
H 4.9149 -0.2400 -11.9778 0.11
H 4.0920 -2.2217 -12.8588 0.08
H 3.9890 -3.7151 -11.7645 0.09
H 5.5121 -2.8624 -11.9655 0.08
C -5.3473 -5.2137 -5.1695 -0.03
C -5.2603 -4.2099 -4.0026 -0.47
C -4.7894 -4.8884 -2.7208 -0.18
C -3.3630 -5.2707 -2.6863 -0.18
C -2.3783 -4.1179 -3.1497 -0.10
C -2.7897 -3.1755 -4.2921 -0.44
N -4.3265 -3.0718 -4.3103 -0.14
O -4.7932 -2.2055 -5.2725 -0.02
C -2.2145 -1.8056 -3.9882 -0.03
C -2.4151 -3.8067 -5.6681 -0.02
C -6.6765 -3.5680 -3.7095 -0.03
H -5.4943 -4.8458 -6.1849 0.08
H -6.1688 -5.9244 -5.0795 0.08
H -4.3786 -5.7104 -5.2241 0.06
H -4.9321 -4.2465 -1.8515 0.12
H -5.3532 -5.8040 -2.5418 0.13
H -3.2777 -6.0946 -3.3948 0.09
H -3.0990 -5.8242 -1.7851 0.09
H -1.3968 -4.5506 -3.3430 0.10
H -2.2138 -3.5038 -2.2643 0.11
H -2.4480 -1.1173 -4.8005 0.08
H -2.6225 -1.3910 -3.0664 0.08
H -1.1535 -1.8760 -3.7488 0.06
H -2.2609 -4.8854 -5.6396 0.07
H -3.1669 -3.7921 -6.4572 0.07
H -1.4367 -3.5302 -6.0611 0.07
H -6.7393 -2.6752 -3.0874 0.08
H -7.3712 -4.3426 -3.3846 0.08
H -7.0131 -3.2872 -4.7075 0.07
H -5.1567 -1.5039 -4.7273 0.10
```

Density functional theory data (ωB97M-V with the def2-TZVPD basis set) for an isolated molecule of C4H6FN.

Results
SMILES: C[C@@H](C#N)CF
LUMO energy in eV: 0.884

Geometry as XYZ:
```
12
Properties=species:S:1:pos:R:3:lowdin_charge:R:1
C -0.0697 1.2548 0.1284 -0.06
C 0.2726 -0.1417 -0.3972 -0.36
C -0.7517 -1.1052 0.1574 -0.16
C 1.6277 -0.4242 -0.1737 -0.21
H 0.7936 1.9338 0.1202 0.09
H -0.4140 1.3306 1.1635 0.09
H -0.8162 1.7692 -0.5374 0.10
H 0.0399 -0.0182 -1.4228 0.14
H -0.8351 -2.1207 -0.3191 0.14
H -0.5850 -1.3899 1.2032 0.13
N 2.7189 -0.6195 0.1301 0.17
F -1.9807 -0.4692 -0.0527 -0.05
```

Density functional theory data (ωB97M-V with the def2-TZVPD basis set) for a 2-piece molecular cluster, C7H10N overall.

Results
Net charge: +1
LUMO energy in eV: -2.437

Geometry as XYZ:
```
18
Properties=species:S:1:pos:R:3:lowdin_charge:R:1
C 0.2127 -3.3002 -0.9681 -0.01
C -0.1334 -2.9045 -2.2309 -0.03
C 0.1229 2.6184 0.1819 0.04
C 0.4599 1.4962 -0.7148 -0.02
C 0.3555 0.4656 1.8145 0.00
C -0.4491 -2.0318 -1.1469 0.03
C -0.9876 0.2951 1.1139 -0.01
N 0.0235 1.2053 0.6243 -0.19
H 0.4248 -4.0841 -0.3808 0.06
H 0.1029 -3.1073 -3.3000 0.12
H 0.8522 3.3598 0.5230 0.15
H -0.8514 2.8764 0.1411 0.09
H -0.3094 1.0072 -1.3060 0.13
H 1.5461 1.3601 -1.0225 0.17
H 0.5661 1.0175 2.7465 0.14
H 1.0892 -0.3414 1.6731 0.13
H -1.1537 -0.6677 0.6351 0.06
H -1.8711 0.7353 1.6166 0.14
```

Density functional theory data (ωB97M-V with the def2-TZVPD basis set) for a 2-piece molecular cluster, C3H7N2S overall.

Results
Net charge: +1
LUMO energy in eV: -6.349

Geometry as XYZ:
```
13
Properties=species:S:1:pos:R:3:lowdin_charge:R:1
C 0.1474 1.2858 -0.1989 -0.07
C 1.2224 -0.7095 -0.8760 -0.54
C -0.8762 -1.5287 1.4405 -0.05
N -0.2253 2.3641 -0.7705 0.15
N 0.9316 0.5186 -1.1303 0.03
S 1.5429 -2.2196 -0.7884 1.09
H -0.0700 -0.8698 1.5449 -0.02
H -1.8178 -1.2244 1.2329 0.00
H -0.6949 -2.3209 0.8342 -0.05
H -0.9059 -2.0525 2.4381 0.07
H -0.7877 2.9421 -0.2627 0.09
H 0.2877 2.6579 -1.6183 0.14
H 1.2458 1.1569 -1.8455 0.16
```

Density functional theory data (ωB97M-V with the def2-TZVPD basis set) for C6H6O as an isolated structure.

Results
LUMO energy in eV: 0.934

Geometry as XYZ:
```
13
Properties=species:S:1:pos:R:3:lowdin_charge:R:1
O -0.3237 -0.3253 1.8245 0.02
C 0.4182 -0.7517 0.7980 -0.36
C -0.6966 -0.9271 -0.7399 -0.10
C -1.3094 0.3664 -0.7804 -0.21
C -1.7686 1.4792 -0.6762 0.11
C 1.5622 -0.0191 0.3955 -0.11
C 2.5386 0.6048 0.0868 0.15
H -0.5185 0.6119 1.6478 0.11
H 0.3515 -1.8048 0.4733 0.13
H -1.4469 -1.7287 -0.6513 0.11
H -0.0682 -1.1329 -1.6095 0.10
H -2.2166 2.4464 -0.6844 0.02
H 3.4056 1.1610 -0.1808 0.03
```

What frontier orbital gap values result from the calculations? In sequence: 0.30539, 0.46386, 0.37764, 0.28331, 0.35321 Eh.
What ΔE to the lowest compared entry with this formula, charge and spin values result from the calculations? In sequence: 79.9, 8.5, 146.7, 105.7, 128.4 kcal per mole.